(1)
The following is a quantum chemistry calculation of C39H51AsGaNO3Te as an isolated structure, from the Open Molecules 2025 dataset.

Each line ends with the Mulliken charge.
Geometry (Å):
H: -6.796 1.367 1.144  0.469
C: 1.895 -3.056 -0.143  -0.672
H: -0.977 -2.736 2.517  0.552
C: 0.010 -5.180 0.678  -1.172
C: 1.765 2.008 -3.336  -1.012
H: -3.202 -2.829 -0.742  0.305
C: -0.233 5.822 -0.035  -0.673
H: 2.348 5.360 2.112  0.480
C: 3.488 -3.084 3.860  -0.359
H: -0.935 -5.451 1.147  0.387
C: -0.004 -2.567 2.054  -0.839
H: 5.923 -5.178 3.214  0.369
C: 2.945 0.243 2.362  -0.809
H: 2.664 4.639 -3.313  0.456
O: 3.365 1.899 -1.497  -0.349
C: -3.987 -0.022 -0.074  0.207
H: 2.004 4.244 -1.721  0.099
C: -0.970 -0.101 -3.216  0.625
C: -3.715 -2.170 -1.447  -1.940
C: -0.629 4.506 -0.203  -0.666
C: -5.925 -1.281 -0.739  -0.875
H: -4.348 -2.794 -2.075  0.468
H: -0.337 -0.066 -5.255  0.474
H: 0.131 -5.772 -0.228  0.401
C: -6.165 0.673 0.597  -0.678
H: -1.894 1.707 -5.940  0.422
C: -8.248 -0.531 -0.118  -1.633
H: 2.157 -3.599 -1.051  0.565
H: -0.537 -2.147 -2.702  0.514
C: 2.850 4.077 -2.396  -1.220
C: 1.142 3.798 1.283  0.005
N: 0.480 1.126 -0.166  0.327
H: -3.278 1.972 1.783  0.219
C: 4.381 -3.696 2.983  0.489
H: 2.492 -3.427 0.690  0.129
C: -4.312 2.041 1.470  -1.751
As: -0.009 -3.275 0.228  0.411
C: 3.005 2.596 -2.688  0.697
H: 4.496 -5.756 2.366  0.317
C: 5.088 -0.919 0.507  -1.626
H: -2.963 -1.746 -2.120  0.412
H: 3.752 4.468 -1.926  0.322
H: -8.689 -0.293 0.849  0.399
H: 5.958 -1.477 0.164  0.487
C: -1.013 0.366 -4.528  -0.406
H: 0.746 -1.328 -3.595  0.443
H: 1.657 3.014 1.830  0.691
C: 3.059 -1.783 3.684  0.478
H: 4.446 -5.525 4.114  0.376
H: 2.312 0.695 3.115  0.572
H: -3.444 1.897 -1.962  0.450
C: -0.283 2.078 0.175  0.524
H: -8.683 0.149 -0.853  0.315
H: 1.894 0.939 -3.513  0.254
C: -2.763 1.930 -3.992  -0.870
H: 1.141 7.160 0.924  0.430
Te: -1.876 -0.047 -0.279  1.181
C: 3.499 -1.034 2.547  1.619
H: 1.172 -0.898 4.274  0.307
H: 2.567 -0.266 5.139  0.442
C: -2.754 1.478 -2.684  -0.831
C: 2.139 -1.172 4.704  -2.005
O: 3.259 1.050 1.323  -0.286
H: 0.773 -3.051 2.646  0.315
H: 3.134 -3.635 4.725  0.318
H: -1.462 4.256 -0.847  0.448
H: 1.956 -1.873 5.517  0.384
C: 1.523 5.121 1.456  -0.886
C: -6.755 -0.378 -0.085  0.486
H: -6.359 -2.125 -1.261  0.386
H: 3.855 2.449 -3.361  0.390
C: -1.890 1.366 -4.913  -0.744
C: 4.463 -1.635 1.677  0.668
C: 0.841 6.129 0.792  -0.552
O: -1.617 1.838 0.255  -0.661
H: 1.565 2.489 -4.295  0.523
Ga: 2.335 1.442 -0.144  -0.612
H: 0.201 -1.494 2.036  -0.068
H: 0.483 -0.973 -1.886  -0.157
H: 5.599 -3.378 1.255  0.363
C: 0.072 3.492 0.446  0.217
H: 5.402 0.090 0.760  0.339
H: -4.430 2.973 0.912  0.357
H: 0.881 2.154 -2.706  -0.036
H: -4.932 2.119 2.362  0.549
H: -3.453 2.707 -4.290  0.476
H: -0.761 6.614 -0.550  0.430
C: -4.787 0.876 0.640  1.418
H: -8.538 -1.545 -0.389  0.370
C: -0.018 -1.194 -2.831  -1.358
C: -4.549 -1.127 -0.744  0.369
C: 4.834 -5.113 3.183  -1.601
H: 4.407 -0.836 -0.346  0.049
C: 4.865 -2.935 1.921  -0.830
H: 0.827 -5.399 1.367  0.304
C: -1.857 0.481 -2.312  1.068
H: 2.133 -2.002 -0.293  -0.139

Summary:
E_HOMO (alpha / beta): -8.2416 / -10.5949 eV
ΔE to the lowest compared entry with this formula, charge and spin: 24.27 kcal per mole
spin multiplicity: 2
E_LUMO (alpha / beta): -3.249 / -3.250 eV
M: 854.09 g mol⁻¹
charge: +1
E_tot: -6225.52601 Eh

=====

(2)
The following is a quantum chemistry calculation of a 5-piece molecular cluster, C39H51Br2ClF5N6O3 overall in a non-equilibrium geometry, from the Open Molecules 2025 dataset.

Each line ends with the Mulliken charge.
Geometry (Å):
H: -3.309 -3.165 -0.773  0.750
H: 6.172 -7.810 -1.961  0.371
C: -0.287 -6.333 1.719  -0.340
C: -2.575 -2.790 -0.054  -1.318
C: 4.883 -4.408 -0.870  -0.080
C: 3.331 8.401 0.182  -0.394
C: 4.252 -5.607 -0.572  -0.309
H: -4.147 1.720 0.188  0.509
C: 1.054 7.701 0.326  -0.815
H: 2.956 -6.822 2.496  0.435
H: -1.745 5.182 0.136  0.277
H: 4.111 9.137 0.316  0.375
C: -0.590 -0.727 0.459  -2.491
H: 4.472 -3.466 -0.534  0.494
N: -4.549 -2.437 -3.074  -0.459
C: -3.645 -1.149 -5.376  -0.220
C: 0.847 -7.013 2.138  -0.577
C: 2.643 -1.024 0.222  0.705
H: -1.100 -2.770 2.337  -0.126
H: 0.016 7.882 0.574  0.334
C: -2.457 1.028 1.000  0.785
C: 2.016 8.680 0.516  -0.305
C: 0.879 -4.409 1.407  0.439
C: 6.541 -5.688 -2.016  -0.355
H: -3.961 -1.462 0.707  0.603
H: -2.421 1.039 -0.973  1.057
H: 0.786 0.796 -3.694  0.277
C: -2.295 -1.085 2.441  0.050
N: -1.886 1.567 -0.265  0.195
F: 3.776 -0.402 0.375  -0.289
H: 1.256 3.798 2.000  0.002
C: -0.533 1.172 -2.151  -2.211
F: 2.992 -2.038 -0.588  -0.293
H: 3.070 3.855 2.181  0.457
C: -4.525 -0.515 -4.512  -0.449
N: 2.716 6.191 -0.521  -0.356
H: -1.611 -2.882 -0.552  0.055
H: -3.010 -0.540 3.051  -0.006
C: -4.300 3.609 2.038  -1.170
H: 0.737 5.680 -0.355  0.655
C: 2.299 1.856 1.713  -0.206
H: 0.189 2.056 1.762  -0.693
C: 6.055 -4.457 -1.610  -0.636
H: -4.881 0.487 -4.712  0.403
Br: 3.409 0.944 3.084  -0.146
C: -3.023 -1.324 0.181  -1.140
H: -3.295 -0.650 -6.271  0.414
H: 1.270 2.899 -0.467  0.015
H: -0.787 -1.022 -0.571  0.525
C: -1.744 -2.144 2.943  -1.243
C: 2.160 3.281 2.329  -1.063
H: -5.629 -0.742 -2.675  0.464
H: -3.481 4.169 1.576  0.162
N: 0.616 1.470 -2.961  -0.247
C: 0.856 1.221 1.577  -0.764
C: -4.942 -1.200 -3.380  -0.276
C: -3.223 -2.433 -5.075  -0.456
C: 2.048 -6.325 2.179  -0.172
O: -3.865 0.955 0.710  -0.677
C: 1.454 6.479 -0.192  0.058
H: 2.918 1.982 0.831  0.637
H: 4.642 6.886 -0.610  0.403
C: 2.067 -4.990 1.807  -1.724
H: -4.786 4.285 2.738  0.469
H: 0.849 -3.370 1.107  0.427
H: -3.266 3.045 3.746  0.671
H: 0.790 -8.055 2.421  0.390
N: -0.288 -5.052 1.355  -0.087
H: -1.867 -2.456 3.969  0.387
H: -0.132 -1.568 0.966  -0.569
H: 3.335 -5.612 0.002  0.551
H: 6.583 -3.546 -1.865  0.402
C: 1.597 -0.086 -0.527  0.283
H: 2.983 -4.416 1.825  0.736
C: 5.829 -6.825 -1.663  -0.295
F: 1.209 -0.840 -1.576  -0.377
H: -2.538 -2.963 -5.722  0.403
H: -2.237 2.526 -0.393  0.978
C: -3.704 -3.029 -3.918  -0.184
C: -0.444 1.523 -0.597  0.013
H: -3.403 -4.035 -3.645  0.400
H: -0.848 0.139 -2.321  0.695
H: -0.010 3.428 -1.585  1.119
H: 7.452 -5.768 -2.593  0.374
C: -2.014 -0.485 1.068  3.180
Br: 0.573 0.218 3.249  0.134
O: -0.393 3.806 0.327  -0.082
H: 0.598 2.382 -3.395  0.254
H: 1.745 9.648 0.919  0.393
H: 2.069 3.167 3.410  0.450
C: 0.406 0.500 0.254  3.299
C: -2.372 1.873 2.287  -1.882
C: -3.641 2.496 2.884  -0.197
H: -1.358 1.798 -2.543  0.550
H: -1.848 1.395 3.111  0.504
H: -5.025 3.226 1.324  0.280
Cl: -4.821 1.357 3.587  -0.190
H: -1.750 2.753 2.064  0.220
H: -3.153 -0.897 -0.822  0.006
F: 2.247 -1.589 1.332  -0.090
H: -2.688 -3.415 0.824  0.408
C: 3.626 7.147 -0.332  -0.289
C: 0.198 2.927 -0.644  -1.628
O: -0.995 4.851 -0.387  -0.549
H: -1.248 -6.833 1.666  0.399
N: 4.702 -6.802 -0.952  -0.526
F: 2.364 0.858 -1.087  -0.333

Summary:
E_HOMO: -11.0265 eV
E_LUMO: -2.981 eV
M: 942.13 g mol⁻¹
charge: +1
E_tot: -8178.02218 Eh

=====

(3)
The following is a quantum chemistry calculation of C39H51CdIN2S2Si as an isolated structure in a non-equilibrium geometry, from the Open Molecules 2025 dataset.

Each line ends with the Mulliken charge.
Geometry (Å):
H: -1.751 2.130 -6.738  0.339
C: -0.388 0.864 -4.111  0.209
C: 1.248 2.846 -5.899  -1.192
H: -1.457 -2.359 4.209  0.569
H: 2.180 2.852 -5.345  0.332
H: 2.215 -4.678 0.079  0.363
H: 1.181 1.808 3.448  -0.177
C: -0.906 -1.448 -4.597  -1.311
H: 2.121 -1.833 4.939  0.214
H: 3.292 -2.527 -2.716  0.493
C: 0.406 -1.399 3.663  2.827
S: 0.410 1.524 -1.572  -0.766
C: -4.440 -2.499 0.130  -0.901
C: -4.798 4.433 0.073  -0.385
C: -2.046 -1.955 0.097  -2.064
H: -5.470 -2.160 0.143  0.364
H: -4.969 -4.568 0.118  0.344
H: -0.840 -0.423 5.146  0.568
H: 4.822 2.101 3.012  0.482
H: 5.133 0.472 2.407  0.431
C: -3.401 -1.552 0.116  2.961
Si: -0.276 2.638 -4.745  0.273
C: -2.760 3.229 -0.413  0.132
H: -0.668 -3.140 2.850  0.341
C: -4.785 2.062 0.223  1.099
H: 3.999 -0.527 4.479  0.257
C: 4.434 -3.140 -0.285  -1.959
H: 4.872 -3.674 -1.131  0.432
H: 2.573 0.297 5.125  0.331
C: 2.159 2.044 3.055  -1.176
C: -0.875 -2.174 3.302  -2.014
C: 3.134 -0.823 1.129  -0.826
N: -2.870 0.793 -0.200  0.224
C: -1.749 2.886 -5.958  -1.197
C: 4.405 1.281 2.423  -2.507
C: 1.181 -2.292 4.656  -1.938
H: -1.169 4.118 -2.931  0.103
C: 2.459 -1.911 0.584  -0.912
N: -0.339 -0.816 -2.376  -0.057
C: -0.153 0.460 -2.768  0.480
H: -1.720 3.202 -0.699  0.542
H: -2.705 2.832 -5.449  0.317
C: 3.449 0.415 4.498  -1.804
H: -0.577 0.535 3.679  0.060
H: 4.490 -3.775 0.598  0.397
C: 3.079 0.819 3.058  2.827
H: 1.902 -1.635 -2.079  -0.030
H: 1.176 3.785 -6.444  0.282
C: -0.291 4.127 -3.566  -0.768
C: -3.460 4.412 -0.308  -0.882
C: -1.818 -3.324 0.054  1.247
H: 5.029 -2.250 -0.100  0.317
H: 0.591 -2.471 5.559  0.492
C: 2.975 -2.744 -0.571  2.464
C: 1.316 -2.098 1.373  -1.258
S: -5.357 0.439 0.486  -0.498
H: 4.030 -0.403 0.707  0.473
H: -1.494 -1.593 2.619  0.182
H: 2.589 2.855 3.649  0.429
C: -4.163 -3.846 0.113  -0.793
H: 4.085 1.175 4.958  0.484
C: -0.712 -1.724 -3.254  -0.274
C: 2.479 -0.346 2.274  -0.297
C: -5.471 3.252 0.354  -0.635
H: 0.701 0.380 4.902  0.210
C: 2.167 -4.028 -0.794  -1.767
H: 1.300 2.044 -6.630  0.341
H: 0.719 -2.994 1.364  0.588
C: 2.928 -1.934 -1.873  -1.517
I: -1.108 4.106 3.759  -0.380
H: -0.802 -3.698 0.014  0.100
H: 4.250 1.637 1.408  0.378
H: -2.437 2.327 2.291  0.345
H: 1.403 -3.252 4.193  0.299
C: -0.098 -0.146 4.391  -1.500
H: 3.532 -1.034 -1.790  0.251
H: 0.577 4.114 -2.917  0.307
Cd: -0.420 -0.432 0.249  0.818
C: -1.356 2.437 2.402  -1.000
C: 1.306 -1.137 2.447  1.030
H: -0.905 0.124 -6.048  0.232
H: -2.614 -5.321 0.063  0.421
H: -0.289 5.057 -4.130  0.370
C: -0.745 -0.128 -5.007  -0.151
C: -3.418 2.024 -0.152  -1.387
H: 1.126 -3.789 -1.000  0.016
H: -5.321 5.377 0.156  0.350
H: 2.026 2.397 2.033  0.224
H: -2.959 5.347 -0.520  0.393
H: -1.683 3.853 -6.447  0.332
C: -3.705 -0.156 0.098  0.036
H: -0.912 2.763 1.460  -0.090
H: -1.180 -2.228 -5.294  0.367
H: 2.564 -4.571 -1.657  0.490
C: -2.842 -4.263 0.072  -0.872
H: -0.846 -2.725 -2.855  0.337
H: -6.501 3.265 0.683  0.369

Summary:
E_HOMO: -0.4607 eV
ΔE to the lowest compared entry with this formula, charge and spin: 57.27 kcal per mole
E_LUMO: 4.057 eV
M: 879.39 g mol⁻¹
charge: -2
E_tot: -3177.53137 Eh

=====

(4)
The following is a quantum chemistry calculation of C39H51IrN4O9S3Si as an isolated structure, from the Open Molecules 2025 dataset.

Each line ends with the Mulliken charge.
Geometry (Å):
C: -2.101 -3.176 -3.382  -0.912
Si: 1.659 1.453 -1.236  -3.523
H: 2.224 3.575 1.776  0.367
C: -1.905 2.647 -1.770  -1.136
C: -1.455 0.414 4.374  0.519
H: 1.977 -1.652 -0.799  -0.067
C: 1.913 -0.445 3.526  0.357
H: 4.659 1.574 -2.494  0.114
O: 0.469 -2.990 -2.585  -0.679
H: -2.675 3.389 -1.550  0.516
H: -5.886 -3.278 -0.616  0.549
H: -2.106 -0.057 3.653  0.194
H: 5.120 0.872 -4.052  0.547
C: -1.975 1.139 5.432  -1.247
H: -3.523 -3.688 0.141  0.695
C: 2.778 -0.620 -4.384  -1.553
C: -2.248 -3.759 4.188  -0.629
C: 2.792 2.645 1.757  -1.657
H: 3.799 -0.994 3.006  0.296
C: -3.965 -2.701 0.192  -0.353
H: 5.076 3.704 -0.606  0.369
H: 3.442 -0.638 -5.250  0.452
H: -2.970 -3.625 -2.897  0.313
H: -2.029 2.312 -2.800  0.177
C: 4.472 1.287 0.473  -1.020
C: -5.772 -1.189 -0.089  -0.614
H: -0.449 4.065 -3.571  0.317
H: 1.746 -0.630 -4.738  0.328
C: 2.574 1.876 -4.259  -1.446
H: -3.402 -2.001 -4.674  0.469
H: 3.006 -5.623 0.424  0.456
Ir: -0.075 -0.416 1.134  3.084
H: 3.452 2.628 2.626  0.561
C: 3.612 2.545 0.476  1.776
C: -0.297 4.400 -2.544  -1.865
H: -3.048 1.239 5.527  0.457
C: -1.143 1.734 6.380  -0.650
H: -0.459 2.862 0.551  0.136
H: 3.077 1.962 -5.222  0.534
C: -1.739 -2.752 2.201  -0.613
H: 2.804 2.768 -3.669  0.204
H: 4.838 -0.186 -2.657  0.285
O: 0.427 2.224 -1.934  0.187
H: 2.572 -1.503 1.916  -0.338
O: 1.166 0.405 -0.048  3.343
C: 3.037 0.616 -3.540  1.581
C: -3.682 -0.326 0.778  1.852
H: -3.406 -0.988 -2.397  -0.001
C: 0.574 -3.540 1.498  0.501
S: -0.679 -4.337 3.862  -0.181
H: 3.412 -3.650 -1.064  0.572
C: 4.507 0.724 -3.162  -1.461
S: -0.915 -2.738 -2.063  0.657
C: 2.401 -4.730 0.508  -1.206
O: 2.737 2.524 -0.659  -0.327
H: -3.672 -2.434 3.234  0.524
C: -0.077 0.298 4.260  -1.017
O: -1.899 -1.929 1.096  1.191
H: 2.938 -1.521 -3.791  0.237
C: -3.215 -1.655 0.684  -1.228
H: -1.590 -3.926 -3.985  0.539
H: 0.725 4.772 -2.451  0.344
O: 2.272 0.432 -2.331  0.851
C: -0.521 3.246 -1.580  1.883
H: 1.108 -5.542 2.023  0.574
H: -0.988 5.216 -2.336  0.450
H: 0.885 2.012 7.049  0.436
C: -5.037 -0.142 0.384  -0.902
H: -1.041 4.473 0.113  0.550
H: -5.490 0.838 0.450  0.603
H: -1.681 -1.648 -4.840  0.272
S: 2.407 0.433 4.933  -0.273
H: 3.863 4.673 0.243  0.377
C: -2.545 -0.813 -3.050  -0.150
C: -1.248 -0.950 -2.264  1.456
C: -2.467 -1.896 -4.124  -0.824
C: 4.484 3.779 0.307  -1.905
H: 5.069 1.237 -0.437  0.256
H: -1.571 2.306 7.191  0.409
C: -5.271 -2.487 -0.216  -0.886
N: 2.821 -1.130 2.818  -0.077
C: -2.940 0.793 1.192  -0.927
N: -7.178 -0.938 -0.483  1.026
C: 0.231 1.583 6.302  -0.540
C: 1.350 -4.685 1.409  -0.690
O: -7.619 0.177 -0.311  -0.614
H: -2.045 1.795 -1.102  -0.034
H: -2.757 -4.064 5.088  0.524
N: 0.618 -0.416 3.258  0.300
N: 0.849 -2.459 0.735  0.735
C: 1.836 -2.524 -0.176  -0.470
H: 3.844 0.396 0.519  -0.132
H: 0.686 4.103 -0.009  0.187
H: 5.164 3.884 1.154  0.410
C: -2.705 -2.914 3.226  -1.258
H: -0.378 -0.569 -2.804  0.217
C: 0.741 0.852 5.240  0.665
H: 1.497 1.844 -4.426  0.209
C: -0.317 3.698 -0.141  -1.405
C: 2.638 -3.640 -0.310  -0.652
H: -2.649 0.184 -3.477  0.263
O: -1.658 0.856 1.488  -0.610
O: -7.788 -1.867 -0.966  -0.620
H: 5.148 1.294 1.331  0.540
H: -1.279 -0.475 -1.280  -1.890
H: -3.468 1.741 1.254  0.381
H: 2.086 1.814 1.837  0.065
C: -0.587 -3.462 2.386  0.340

Summary:
E_HOMO (alpha / beta): -8.9916 / -11.0653 eV
ΔE to the lowest compared entry with this formula, charge and spin: 14.09 kcal per mole
spin multiplicity: 6
E_LUMO (alpha / beta): -2.815 / -4.717 eV
M: 1036.36 g mol⁻¹
charge: +1
E_tot: -4001.09544 Eh

=====

- Which formula does entry 2 have?
  C39H51Br2ClF5N6O3

=====

- Among the records above, which one has the highest E_tot?
  C39H51CdIN2S2Si

=====

- Which formula does entry 1 have?
  C39H51AsGaNO3Te